<w>
Formula: C2
Source: the Open Molecules 2025 dataset
Level of theory: ωB97M-V/def2-TZVPD

Last column: Löwdin charge in e.
Geometry (Å):
C: 0.30795 -1.21650 0.41160  0.500
C: -0.30795 1.21650 -0.41160  0.500

Calculated values
- HOMO energy (spin up / spin down): -16.58 / -16.62 eV
- Multiplicity: 2
- Net charge: +1

<x>
Formula: C2
Source: the Open Molecules 2025 dataset
Level of theory: ωB97M-V/def2-TZVPD

Last column: Löwdin charge in e.
Geometry (Å):
C: 0.73591 0.98174 0.14060  0.500
C: -0.73591 -0.98174 -0.14060  0.500

Calculated values
- HOMO energy (spin up / spin down): -16.93 / -17.04 eV
- Multiplicity: 2
- Net charge: +1

Quick one: least stable of them? <w>

<w>
Formula: C5H15NO
Source: the Open Molecules 2025 dataset
Level of theory: ωB97M-V/def2-TZVPD

Last column: Löwdin charge in e.
Geometry (Å):
C: 2.01286 -0.33074 -0.23700  -0.068
C: 1.78456 1.12195 0.38917  -0.279
N: 0.45683 1.48904 0.48236  -0.258
C: -0.41393 1.59397 -0.73100  -0.034
C: -0.22405 1.38426 1.75375  -0.263
C: -0.29477 0.12450 2.62157  -0.079
H: 1.47783 -1.11405 0.24572  0.043
H: 1.96777 -0.12592 -1.29681  0.047
H: 3.14968 -0.52659 -0.14519  0.088
H: 2.20877 1.90409 -0.23521  0.112
H: 2.23150 1.09221 1.35661  0.100
H: -1.00558 2.54523 -0.70685  0.098
H: -1.04017 0.85011 -0.80474  0.025
H: 0.13441 1.87992 -1.54351  0.052
H: -1.13102 2.01909 1.68891  0.118
H: 0.35116 2.11514 2.36443  0.109
H: 0.60069 -0.49734 2.31606  0.071
H: -1.07186 -0.57694 2.54374  0.038
H: -0.00947 0.31576 3.68119  0.080
O: -2.82846 -4.47478 -3.50000  -0.051
H: -3.09099 -4.24548 -4.40203  0.038
H: -2.53083 -3.62396 -3.21780  0.013

Calculated values
- HOMO energy: -7.64 eV
- SMILES: CCN(C)CC.O

<x>
Formula: C5H15NO
Source: the Open Molecules 2025 dataset
Level of theory: ωB97M-V/def2-TZVPD

Last column: Löwdin charge in e.
Geometry (Å):
C: 0.75888 -0.10582 1.53458  -0.064
C: 1.30131 -0.42749 0.13493  -0.431
C: 2.52363 0.45700 -0.20384  -0.047
N: 0.27341 -0.25345 -0.90998  -0.247
C: -0.57370 -1.42580 -1.04118  -0.111
C: -0.54176 0.94550 -0.81805  -0.107
H: 1.52486 -0.12498 2.31432  0.077
H: 0.53320 0.96633 1.52229  0.072
H: -0.07885 -0.72955 1.81572  0.069
H: 1.58137 -1.47840 0.09198  0.127
H: 3.19583 0.34457 0.64438  0.073
H: 2.14791 1.47783 -0.23393  0.067
H: 2.96485 0.12905 -1.13308  0.074
H: 0.04566 -2.27489 -1.34054  0.083
H: -1.35513 -1.20610 -1.76321  0.082
H: -1.05825 -1.77457 -0.11347  0.079
H: -0.95669 1.21836 -1.78590  0.088
H: -1.35459 0.81128 -0.09117  0.058
H: 0.00913 1.79683 -0.41929  0.077
O: -3.94772 0.58033 0.86049  -0.061
H: -3.12650 0.09091 0.95030  0.005
H: -3.86686 0.98304 -0.01534  0.035

Calculated values
- HOMO energy: -8.48 eV
- SMILES: CC(C)N(C)C.O

<y>
Formula: C5H15NO
Source: the Open Molecules 2025 dataset
Level of theory: ωB97M-V/def2-TZVPD

Last column: Löwdin charge in e.
Geometry (Å):
C: 2.61703 0.23718 -0.07461  -0.095
C: 1.42110 0.49065 0.83268  -0.304
N: 0.15088 0.46923 0.16604  -0.239
C: 0.13099 1.45248 -0.92582  -0.094
C: -0.98757 0.70086 1.07410  -0.243
C: -1.13679 -0.46476 2.06356  -0.089
H: 2.48970 -0.53971 -0.83010  0.080
H: 2.99515 1.16823 -0.47577  0.064
H: 3.43009 -0.18299 0.50829  0.066
H: 1.66955 1.43258 1.35672  0.118
H: 1.39161 -0.19644 1.65553  0.092
H: 0.81654 2.27730 -0.69078  0.081
H: -0.89189 1.71957 -1.15778  0.076
H: 0.61016 1.07679 -1.83795  0.078
H: -1.87480 0.78224 0.46016  0.104
H: -0.74484 1.59966 1.65633  0.111
H: -1.14607 -0.07252 3.06862  0.062
H: -0.41590 -1.27246 1.96414  0.067
H: -2.08265 -0.99479 1.91369  0.067
O: -2.65188 -3.31389 -3.30788  -0.063
H: -2.19888 -2.87573 -4.03130  0.031
H: -3.59154 -3.49348 -3.38785  0.031

Calculated values
- HOMO energy: -8.28 eV
- SMILES: CCN(C)CC.O

<z>
Formula: C5H15NO
Source: the Open Molecules 2025 dataset
Level of theory: ωB97M-V/def2-TZVPD

Last column: Löwdin charge in e.
Geometry (Å):
C: 1.86760 -0.30070 0.80636  -0.053
C: 1.32280 -0.16959 -0.65249  -0.439
C: 1.73041 -1.28433 -1.58799  -0.067
N: -0.04644 0.34093 -0.87543  -0.234
C: -0.31635 1.59577 -0.21278  -0.116
C: -1.04917 -0.65618 -0.51961  -0.105
H: 1.91921 -1.31465 1.20895  0.071
H: 1.31305 0.37364 1.44497  0.054
H: 2.92347 -0.03491 0.72857  0.075
H: 1.95593 0.69380 -0.92770  0.124
H: 1.78930 -0.84996 -2.58855  0.081
H: 2.78283 -1.52236 -1.38901  0.080
H: 1.17518 -2.21546 -1.54821  0.068
H: -1.28180 1.97756 -0.54926  0.090
H: -0.27702 1.55846 0.88913  0.073
H: 0.41523 2.33607 -0.52765  0.087
H: -1.99330 -0.30159 -0.94042  0.086
H: -1.15513 -0.88750 0.54450  0.080
H: -0.93342 -1.57508 -1.09976  0.077
O: -2.91248 0.54849 2.48139  -0.057
H: -3.55286 -0.09964 2.17189  0.038
H: -2.19479 0.62661 1.84797  -0.012

Calculated values
- HOMO energy: -8.73 eV
- SMILES: CC(C)N(C)C.O

Quick one: least stable of them? <w>

<w>
Formula: C5H15NO
Source: the Open Molecules 2025 dataset
Level of theory: ωB97M-V/def2-TZVPD

Last column: Löwdin charge in e.
Geometry (Å):
C: -1.46820 -0.98822 2.14832  -0.115
C: -0.50201 0.18812 2.17975  -0.263
C: 0.40297 0.35568 0.91247  -0.201
N: -0.40126 0.55681 -0.41656  -0.062
C: -0.63931 -0.54739 -1.37122  -0.324
C: -1.01833 0.01808 -2.75184  -0.122
H: -2.53591 -0.64779 2.41374  0.095
H: -1.52208 -1.42431 1.12191  0.063
H: -1.25876 -1.70671 2.87865  0.037
H: 0.21494 0.11751 3.01808  0.101
H: -1.04921 1.20463 2.34064  0.126
H: 0.89040 1.32236 1.09977  0.098
H: 1.07280 -0.45231 0.84116  0.078
H: -1.29760 0.76198 -0.03744  0.066
H: -1.41368 -1.16163 -1.00386  0.068
H: 0.27023 -1.15347 -1.54134  0.110
H: -1.44296 -0.75534 -3.40214  0.062
H: -0.19171 0.75873 -3.12343  0.097
H: -1.80558 0.82917 -2.57469  0.077
O: 3.20369 0.43576 -0.44647  -0.130
H: 4.04404 0.31955 -1.01848  0.076
H: 2.55371 0.44620 -1.22976  0.062

Calculated values
- HOMO energy: -8.73 eV
- SMILES: CCCNCC.O

<x>
Formula: C5H15NO
Source: the Open Molecules 2025 dataset
Level of theory: ωB97M-V/def2-TZVPD

Last column: Löwdin charge in e.
Geometry (Å):
C: 2.07005 0.18343 1.61755  -0.093
C: 1.86676 1.31535 0.46873  -0.171
C: 0.47418 1.30499 -0.32857  -0.207
N: -0.07331 0.00522 -0.39127  -0.170
C: -0.90374 -0.43676 0.63277  -0.341
C: -1.10752 -1.94310 0.44469  -0.084
H: 3.08670 0.42195 2.03668  0.078
H: 2.11449 -0.88860 1.30019  0.074
H: 1.28773 0.39236 2.27710  0.018
H: 1.91286 2.26103 0.93867  0.072
H: 2.69761 1.18368 -0.21999  0.087
H: 0.70279 1.74750 -1.27606  0.101
H: -0.25596 2.00501 0.08709  0.121
H: 0.64221 -0.69177 -0.59308  0.133
H: -0.55339 -0.09401 1.66120  0.116
H: -1.83163 0.12719 0.56193  0.106
H: -2.07341 -2.39955 0.98864  0.119
H: -1.33450 -2.14696 -0.59358  0.053
H: -0.21784 -2.50261 0.81984  0.075
O: -2.01824 -0.21184 -2.35286  -0.164
H: -1.15465 -0.15183 -1.79469  0.012
H: -2.76230 -0.14870 -1.64324  0.066

Calculated values
- HOMO energy: -8.92 eV
- SMILES: CCCNCC.O

Quick one: least stable of them? <w>

<w>
Formula: H2S2
Source: the Open Molecules 2025 dataset
Level of theory: ωB97M-V/def2-TZVPD

Last column: Löwdin charge in e.
Geometry (Å):
S: 0.65172 -1.55927 0.53186  0.369
S: -0.95637 1.14637 -2.08891  0.308
H: 0.42516 -0.34841 -0.07613  -0.382
H: -1.99233 1.10010 -2.95898  -0.296

Calculated values
- HOMO energy (spin up / spin down): -8.44 / -8.41 eV

<x>
Formula: H2S2
Source: the Open Molecules 2025 dataset
Level of theory: ωB97M-V/def2-TZVPD

Last column: Löwdin charge in e.
Geometry (Å):
S: -2.28194 0.63110 0.36472  0.271
S: 2.64370 0.27078 -0.07297  0.405
H: -3.36236 0.00249 -0.26724  -0.266
H: 3.00060 -0.90437 -0.02450  -0.410

Calculated values
- HOMO energy (spin up / spin down): -7.97 / -7.94 eV

Quick one: least stable of them? <x>

<w>
Formula: C5H10NO
Source: the Open Molecules 2025 dataset
Level of theory: ωB97M-V/def2-TZVPD

Last column: Löwdin charge in e.
Geometry (Å):
C: 2.73697 -0.41753 0.15172  -0.034
N: 1.34673 -0.51393 -0.27300  0.014
C: 0.55260 0.44690 0.09291  -0.005
C: -0.84339 0.35131 -0.04017  -0.235
C: -1.77262 1.52161 -0.04201  -0.021
C: -1.33413 -0.93826 -0.04287  -0.096
O: -2.61406 -1.09068 0.04425  0.124
H: 3.02533 -1.01892 1.01569  0.100
H: 3.48780 -0.72812 -0.68279  0.130
H: 3.02840 0.66365 0.09777  0.113
H: 0.88687 -1.18696 -0.86828  0.155
H: 1.13173 1.19056 0.50031  0.127
H: -1.73975 1.95170 1.03829  0.134
H: -2.76281 1.21073 -0.39253  0.084
H: -1.32874 2.24387 -0.83349  0.123
H: -0.72195 -1.75584 -0.00841  0.113
H: -3.07897 -1.93007 0.24261  0.174

Calculated values
- HOMO energy: -13.51 eV
- SMILES: C/[NH+]=C/C(C)=C/O
- Net charge: +1

<x>
Formula: C5H10NO
Source: the Open Molecules 2025 dataset
Level of theory: ωB97M-V/def2-TZVPD

Last column: Löwdin charge in e.
Geometry (Å):
C: -1.60358 -1.66619 -0.45804  0.077
C: -0.71301 -0.76103 -0.89544  -0.222
C: -0.82312 0.64366 -0.50127  -0.135
C: 0.57056 1.06139 0.26293  -0.207
N: 0.63464 0.16889 1.48849  0.154
C: 1.74664 0.60408 -0.67897  -0.191
O: 2.42289 -0.30622 -0.29953  0.086
H: -1.91414 -1.42791 0.57386  0.078
H: -1.78468 -2.65904 -0.83374  0.079
H: -0.15219 -1.00327 -1.73389  0.094
H: -1.58120 1.00850 0.24197  0.139
H: -1.01312 1.24993 -1.38370  0.130
H: 0.52116 2.09556 0.62704  0.152
H: -0.02212 0.51976 2.28891  0.215
H: 0.14216 -0.72066 1.18621  0.144
H: 1.70924 0.08402 1.82065  0.237
H: 1.85985 1.10853 -1.70548  0.171

Calculated values
- HOMO energy: -14.21 eV
- SMILES: C=CC[C@@H]([NH3+])C=O
- Net charge: +1

<y>
Formula: C5H10NO
Source: the Open Molecules 2025 dataset
Level of theory: ωB97M-V/def2-TZVPD

Last column: Löwdin charge in e.
Geometry (Å):
N: -0.95025 0.34734 -2.67918  0.166
C: -0.19027 -0.40868 -1.66511  -0.100
C: 0.16727 0.13806 -0.50965  -0.056
C: 0.85389 -0.68351 0.52487  -0.177
C: 0.33886 -0.45328 1.94565  -0.148
C: 0.24057 0.92453 2.54208  -0.258
O: 0.26836 2.00466 2.01305  0.059
H: -0.91286 -0.13490 -3.60456  0.181
H: -0.72167 1.36620 -2.81856  0.198
H: -1.98841 0.25934 -2.48550  0.196
H: 0.21562 -1.35160 -2.06553  0.142
H: -0.12693 1.16825 -0.21765  0.135
H: 1.91114 -0.40843 0.50775  0.137
H: 0.79127 -1.74372 0.24996  0.125
H: 0.93784 -1.12097 2.61894  0.142
H: -0.69672 -0.78969 2.06864  0.130
H: -0.13770 0.88642 3.57481  0.127

Calculated values
- HOMO energy: -13.05 eV
- SMILES: [NH3+]/C=C/CCC=O
- Net charge: +1

Quick one: least stable of them? <x>

<w>
Formula: C5H10NO
Source: the Open Molecules 2025 dataset
Level of theory: ωB97M-V/def2-TZVPD

Last column: Löwdin charge in e.
Geometry (Å):
C: -0.94626 -1.91974 -0.71550  0.073
C: -1.03717 -1.04382 0.34773  -0.179
C: -0.98642 0.45451 0.04311  -0.198
C: 0.39345 1.20961 0.06980  -0.154
N: 1.09466 0.23855 1.21363  0.201
C: 1.09751 0.97290 -1.25878  -0.194
O: 2.22016 0.58640 -1.12783  0.109
H: -1.04368 -1.46504 -1.66646  0.052
H: -0.81151 -3.01626 -0.68784  0.086
H: -1.39737 -1.31464 1.35864  0.116
H: -1.66575 1.02544 0.77516  0.140
H: -1.33735 0.73634 -1.01718  0.130
H: 0.32946 2.27183 0.39184  0.167
H: 1.15476 -0.71700 0.92410  0.121
H: 2.05517 0.45747 1.26832  0.120
H: 0.59795 0.52772 2.17687  0.242
H: 0.28239 0.99573 -2.09560  0.170

Calculated values
- HOMO energy: -14.00 eV
- SMILES: C=CC[C@@H]([NH3+])C=O
- Net charge: +1

<x>
Formula: C5H10NO
Source: the Open Molecules 2025 dataset
Level of theory: ωB97M-V/def2-TZVPD

Last column: Löwdin charge in e.
Geometry (Å):
C: 0.03491 1.31772 -1.54810  0.048
N: -0.54278 0.41620 -0.42399  -0.078
C: 0.07434 0.89841 0.94595  -0.134
O: 1.11997 0.14112 1.32236  0.013
C: 0.95566 -1.11994 0.75858  -0.109
C: -0.49213 -1.66993 0.77798  -0.018
C: -0.17185 -0.92403 -0.48160  -0.152
H: -0.51671 1.01133 -2.47457  0.124
H: 0.01711 2.40918 -1.32155  0.112
H: 1.16551 1.20332 -1.54176  0.137
H: -1.58620 0.59238 -0.37723  0.224
H: 0.26455 1.90662 0.90008  0.122
H: -0.74288 0.85013 1.61018  0.130
H: 1.78767 -1.85931 0.72607  0.177
H: -1.08112 -1.30412 1.62574  0.132
H: -0.52344 -2.75367 0.93370  0.130
H: 0.23739 -1.11541 -1.43183  0.140

Calculated values
- HOMO energy: -13.82 eV
- SMILES: C[N@@H+]1CO[C@H]2C[C@H]21
- Net charge: +1

Quick one: least stable of them? <x>